This record from OMol25 describes a cluster of 2 separate species, C2H8N in total in a non-equilibrium geometry. The level of theory is ωB97M-V/def2-TZVPD.

```
11
Properties=species:S:1:pos:R:3:forces:R:3
N -0.555 -1.050 1.148 -0.8 0.2 -1.0
H -0.772 -0.759 0.126 0.4 -0.3 1.8
H -1.406 -1.338 1.651 0.2 0.1 -0.2
H 0.099 -1.831 1.147 0.1 -0.1 0.0
H -0.136 -0.238 1.621 -0.1 -0.2 -0.2
C -0.051 0.681 -1.341 2.0 -1.4 -0.8
C 0.900 0.944 -0.441 -1.4 1.9 0.0
H -0.173 -0.187 -1.999 0.4 -0.5 0.8
H -0.454 1.465 -1.878 -1.6 2.0 -0.1
H 1.662 0.347 -0.022 0.5 -1.2 0.3
H 0.887 1.966 -0.011 0.3 -0.6 -0.5
```
Forces are in eV/Å.

Summary:
* energy above the lowest of the compared OMol25 structures with the same formula, charge and spin: 36.83 kcal per mole
* maximum force: 2.542 eV Å⁻¹
* HOMO level: -0.5486 hartree
* net charge: +1

Results of the natural (NBO) charge analysis, in e, for atoms 1 through 8: N -0.8884; H 0.4869; H 0.4563; H 0.4532; H 0.4608; C -0.4574; C -0.3734; H 0.2149

This record from OMol25 describes the ion C2H8N with charge +1. The level of theory is ωB97M-V/def2-TZVPD.

```
11
Properties=species:S:1:pos:R:3:forces:R:3
C -0.587 -1.024 0.520 0.0 0.0 0.0
C -0.025 0.394 0.493 0.0 0.0 -0.1
N 0.601 0.722 -0.868 0.1 0.0 0.0
H -1.576 -1.033 0.972 0.0 0.0 0.0
H 0.050 -1.696 1.090 0.0 0.0 0.0
H -0.699 -1.445 -0.482 -0.1 0.0 0.0
H 0.766 0.539 1.223 0.0 0.0 0.0
H -0.788 1.149 0.663 0.0 0.0 0.0
H 0.148 1.520 -1.314 0.0 0.0 0.0
H 1.594 0.948 -0.791 0.0 0.0 0.0
H 0.517 -0.073 -1.504 0.0 0.0 0.0
```
Forces are in eV/Å.

Summary:
* energy above the lowest of the compared OMol25 structures with the same formula, charge and spin: 4.51 kcal per mole
* SMILES: CC[NH3+]
* maximum force: 0.070 eV Å⁻¹
* HOMO level: -0.6431 hartree
* net charge: +1

Results of the natural (NBO) charge analysis, in e, for atoms 1 through 8: C -0.6451; C -0.2179; N -0.6750; H 0.2604; H 0.2491; H 0.2175; H 0.2355; H 0.2345

This record from OMol25 describes a cluster of 2 separate species, C2H8N in total in a non-equilibrium geometry. The level of theory is ωB97M-V/def2-TZVPD.

```
11
Properties=species:S:1:pos:R:3:forces:R:3
C -1.157 0.367 0.099 -4.1 -4.3 2.2
C 1.347 0.215 -0.102 0.5 2.2 0.6
N 0.050 -0.499 0.077 -0.6 0.8 0.0
H -1.312 0.723 -0.861 -0.3 0.9 -1.7
H -2.269 -0.865 0.223 2.7 3.6 -0.4
H -1.464 1.054 0.895 1.0 -0.4 0.1
H 1.525 1.024 0.732 -0.9 -1.4 -1.7
H 2.148 -0.481 0.081 0.3 -0.4 -0.6
H 1.327 0.688 -1.145 0.3 -0.7 1.7
H 0.027 -1.251 0.765 0.3 0.4 0.6
H -0.223 -0.975 -0.766 0.8 -0.8 -0.7
```
Forces are in eV/Å.

Summary:
* energy above the lowest of the compared OMol25 structures with the same formula, charge and spin: 73.14 kcal per mole
* maximum force: 6.301 eV Å⁻¹
* HOMO level: -0.6059 hartree
* net charge: +1

Results of the natural (NBO) charge analysis, in e, for atoms 1 through 8: C -0.3443; C -0.4482; N -0.5226; H 0.2164; H 0.1807; H 0.2662; H 0.2580; H 0.2508

This record from OMol25 describes the ion C2H8N with charge +1 in a non-equilibrium geometry. The level of theory is ωB97M-V/def2-TZVPD.

```
11
Properties=species:S:1:pos:R:3:forces:R:3
C 0.993 0.660 -0.450 -1.8 1.6 -1.6
C -0.457 0.024 -0.441 3.0 0.0 1.2
N -0.730 -0.731 0.903 1.6 1.2 0.3
H 1.138 0.967 -1.518 -0.6 0.4 0.7
H 1.146 1.588 0.160 -0.3 -1.1 -0.3
H 1.820 0.007 -0.456 0.8 -1.3 1.1
H -1.212 0.731 -0.636 -0.9 1.0 0.4
H -0.513 -0.655 -1.249 -0.1 -1.2 -0.5
H -0.118 -0.265 1.651 -1.3 -0.6 -1.1
H -0.340 -1.703 0.861 -1.1 0.8 0.0
H -1.727 -0.624 1.175 0.8 -0.7 -0.1
```
Forces are in eV/Å.

Summary:
* energy above the lowest of the compared OMol25 structures with the same formula, charge and spin: 14.15 kcal per mole
* SMILES: CC[NH3+]
* maximum force: 3.175 eV Å⁻¹
* HOMO level: -0.6402 hartree
* net charge: +1

Results of the natural (NBO) charge analysis, in e, for atoms 1 through 8: C -0.6768; C -0.2122; N -0.7086; H 0.2659; H 0.2470; H 0.2440; H 0.2351; H 0.2319

This record from OMol25 describes a cluster of 2 separate species, C2H8N2 in total. The level of theory is ωB97M-V/def2-TZVPD.

```
12
Properties=species:S:1:pos:R:3:forces:R:3
H -1.829 1.637 -0.947 0.1 0.0 0.3
N -1.718 1.047 -0.117 -0.6 -0.2 -0.5
C -1.058 0.015 -0.427 0.8 0.3 0.3
N -0.812 -1.031 0.482 -0.5 0.3 -0.1
H -0.550 -0.110 -1.382 0.0 -0.1 -0.2
H 0.131 -0.954 0.848 0.1 -0.3 -0.1
H -1.481 -0.934 1.239 0.2 0.0 0.2
C 2.782 0.001 0.016 0.4 0.0 -0.5
H 2.472 1.027 -0.171 -0.1 0.0 0.1
H 3.844 -0.090 -0.204 0.1 0.1 0.1
H 2.610 -0.292 1.044 -0.1 0.0 0.1
H 2.289 -0.662 -0.691 -0.3 -0.1 0.1
```
Forces are in eV/Å.

Summary:
* energy above the lowest of the compared OMol25 structures with the same formula, charge and spin: 5.65 kcal per mole
* SMILES: [H]/N=C/N.C
* maximum force: 0.895 eV Å⁻¹
* HOMO level: -0.3673 hartree
* net charge: 0

Results of the natural (NBO) charge analysis, in e, for atoms 1 through 8: H 0.3387; N -0.6666; C 0.2771; N -0.8454; H 0.1407; H 0.3800; H 0.3756; C -0.8585

This record from OMol25 describes a cluster of 2 separate species, C2H8N2 in total in a non-equilibrium geometry. The level of theory is ωB97M-V/def2-TZVPD.

```
12
Properties=species:S:1:pos:R:3:forces:R:3
H 3.489 -5.118 -0.216 0.2 0.4 0.0
N 3.188 -4.396 0.436 -0.6 -0.6 -0.3
C 2.572 -3.437 -0.134 1.7 0.2 1.2
N 2.099 -2.419 0.652 0.3 -0.8 -1.2
H 2.662 -3.212 -1.196 -0.8 -0.2 -0.2
H 1.505 -1.774 0.200 -0.4 0.9 0.3
H 2.320 -2.456 1.625 -0.4 0.1 0.3
C -3.577 4.618 -0.187 0.2 -1.4 -2.3
H -3.506 3.532 -0.319 -0.3 -0.1 0.3
H -2.866 4.858 0.585 -0.5 0.8 0.4
H -3.257 4.929 -1.191 0.6 0.4 0.4
H -4.629 4.876 -0.254 0.0 0.3 1.3
```
Forces are in eV/Å.

Summary:
* energy above the lowest of the compared OMol25 structures with the same formula, charge and spin: 12.29 kcal per mole
* SMILES: [H]/N=C/N.C
* maximum force: 2.758 eV Å⁻¹
* HOMO level: -0.3369 hartree
* net charge: 0

Results of the natural (NBO) charge analysis, in e, for atoms 1 through 8: H 0.3401; N -0.7265; C 0.2651; N -0.8256; H 0.1529; H 0.3876; H 0.4064; C -0.8721

This record from OMol25 describes a cluster of 2 separate species, C2H8N2O in total in a non-equilibrium geometry. The level of theory is ωB97M-V/def2-TZVPD.

```
13
Properties=species:S:1:pos:R:3:forces:R:3
N -1.429 0.390 -1.139 0.0 0.1 0.1
C -2.238 0.572 -0.066 0.8 1.1 -0.7
O -1.891 0.462 1.096 -0.6 -0.4 -0.1
H -0.456 0.113 -0.919 -0.3 0.0 -0.3
H -1.689 0.870 -1.994 0.1 -0.4 0.3
H -3.197 0.974 -0.424 -0.5 -0.2 0.6
C 2.075 -0.231 0.477 -0.5 1.5 -0.4
N 0.715 -0.760 0.180 0.4 1.3 1.1
H 2.214 0.872 0.144 -0.6 -1.7 0.4
H 2.251 -0.240 1.555 0.4 -0.2 -0.1
H 2.814 -0.777 -0.072 0.5 -0.4 -0.1
H 0.167 -0.480 1.009 -0.2 -0.3 -0.8
H 0.662 -1.766 0.153 0.4 -0.3 0.0
```
Forces are in eV/Å.

Summary:
* energy above the lowest of the compared OMol25 structures with the same formula, charge and spin: 22.54 kcal per mole
* SMILES: NC=O.CN
* maximum force: 1.897 eV Å⁻¹
* HOMO level: -0.3504 hartree
* net charge: 0

Results of the natural (NBO) charge analysis, in e, for atoms 1 through 8: N -0.8464; C 0.5310; O -0.6373; H 0.4320; H 0.3854; H 0.0945; C -0.4132; N -0.8670

This record from OMol25 describes a cluster of 2 separate species, C2H8N2O in total. The level of theory is ωB97M-V/def2-TZVPD.

```
13
Properties=species:S:1:pos:R:3:forces:R:3
H -0.061 -1.546 1.036 0.0 -0.2 0.1
N -0.241 -1.383 0.051 -0.2 0.2 0.6
C 0.702 -0.717 -0.459 0.0 0.4 -0.8
N 0.584 -0.202 -1.739 -0.1 -0.2 0.0
C 1.643 -0.545 -2.691 -0.5 0.4 0.2
H 1.649 -0.431 0.001 0.1 -0.2 0.3
H -0.362 -0.349 -2.079 0.3 -0.2 -0.1
H 1.761 -1.621 -2.830 0.0 -0.1 0.0
H 1.361 -0.091 -3.637 0.3 0.0 -0.1
H 2.578 -0.117 -2.337 0.1 0.0 -0.1
O -2.382 2.209 4.101 0.2 -0.4 -0.8
H -2.107 2.234 3.161 -0.2 0.1 0.9
H -2.284 3.096 4.447 0.1 0.2 -0.1
```
Forces are in eV/Å.

Summary:
* energy above the lowest of the compared OMol25 structures with the same formula, charge and spin: 33.65 kcal per mole
* SMILES: [H]/N=C/NC.O
* maximum force: 0.963 eV Å⁻¹
* HOMO level: -0.3411 hartree
* net charge: 0

Results of the natural (NBO) charge analysis, in e, for atoms 1 through 8: H 0.3392; N -0.6900; C 0.2786; N -0.6240; C -0.4123; H 0.1424; H 0.3804; H 0.1808

This record from OMol25 describes a cluster of 2 separate species, C2H8N2O in total in a non-equilibrium geometry. The level of theory is ωB97M-V/def2-TZVPD.

```
13
Properties=species:S:1:pos:R:3:forces:R:3
H 1.495 1.642 -0.803 0.0 0.0 -0.3
N 0.582 1.405 -0.449 -0.4 -0.9 0.8
C -0.374 1.651 -1.234 -0.4 1.9 -1.3
N -1.698 1.547 -0.891 0.4 -1.4 1.4
H -0.254 2.184 -2.181 0.2 -0.2 -0.2
H -2.506 1.560 -1.494 0.7 0.1 -0.5
H -1.752 0.838 -0.165 -0.6 0.3 0.2
C 0.672 -2.130 1.280 0.1 -0.7 -0.8
O 1.534 -1.017 1.147 -0.5 -0.4 0.2
H -0.242 -2.161 0.659 0.3 0.7 -0.1
H 1.252 -2.963 0.871 -0.1 -0.3 0.7
H 0.300 -2.302 2.290 0.4 -0.1 0.3
H 0.990 -0.254 0.971 -0.1 0.9 -0.3
```
Forces are in eV/Å.

Summary:
* energy above the lowest of the compared OMol25 structures with the same formula, charge and spin: 38.98 kcal per mole
* SMILES: [H]/N=C/N.CO
* maximum force: 2.357 eV Å⁻¹
* HOMO level: -0.3570 hartree
* net charge: 0

Results of the natural (NBO) charge analysis, in e, for atoms 1 through 8: H 0.3626; N -0.7513; C 0.2953; N -0.8166; H 0.1398; H 0.3993; H 0.3818; C -0.2553

This record from OMol25 describes a cluster of 2 separate species, C2H8N2O2 in total. The level of theory is ωB97M-V/def2-TZVPD.

```
14
Properties=species:S:1:pos:R:3:forces:R:3
N 0.048 -1.108 -0.692 0.1 0.4 -0.2
C -1.039 0.241 -1.249 -0.2 0.5 0.5
O -2.143 -0.195 -1.258 -0.5 -0.5 -0.2
O -0.349 1.202 -1.354 0.5 0.4 -0.3
H -0.580 -1.856 -0.450 0.1 -0.3 0.2
H 0.657 -1.363 -1.458 0.0 -0.1 0.1
H 0.606 -0.719 0.087 0.1 -0.6 -0.1
C 0.932 0.437 2.440 0.2 -0.1 0.0
N 1.861 -0.219 1.502 0.0 0.3 0.2
H 0.228 -0.302 2.815 -0.1 0.0 0.0
H 1.426 0.887 3.304 0.0 0.1 0.0
H 0.383 1.212 1.910 -0.1 0.0 0.0
H 2.428 -0.892 2.003 0.0 -0.1 0.0
H 2.516 0.469 1.147 0.0 0.0 -0.1
```
Forces are in eV/Å.

Summary:
* energy above the lowest of the compared OMol25 structures with the same formula, charge and spin: 15.41 kcal per mole
* SMILES: [NH3+]C(=O)[O-].CN
* maximum force: 0.761 eV Å⁻¹
* HOMO level: -0.3704 hartree
* net charge: 0

Results of the natural (NBO) charge analysis, in e, for atoms 1 through 8: N -0.9455; C 0.9595; O -0.6383; O -0.6454; H 0.3999; H 0.3947; H 0.4392; C -0.4221

This record from OMol25 describes a cluster of 2 separate species, C2H8N2O2 in total in a non-equilibrium geometry. The level of theory is ωB97M-V/def2-TZVPD.

```
14
Properties=species:S:1:pos:R:3:forces:R:3
N -0.217 -2.133 1.620 0.1 0.4 0.0
C 0.627 -0.936 1.540 0.4 -0.5 -0.9
N 1.131 -0.761 0.164 -0.6 0.4 -0.2
C 0.640 0.280 -0.613 0.6 0.5 0.3
O 0.245 1.336 -0.173 -0.6 -0.4 -0.2
H -0.447 -2.349 0.662 -0.3 -0.4 0.0
H 0.206 -2.941 2.058 0.2 0.2 -0.2
H 0.011 -0.054 1.699 0.3 0.1 0.5
H 1.497 -1.037 2.184 -0.3 0.3 0.5
H 2.060 -1.046 -0.099 -0.1 -0.6 0.0
H 0.650 0.089 -1.700 0.3 0.0 0.0
O -2.473 3.374 -2.347 0.2 -0.2 0.0
H -1.941 2.766 -1.818 -0.1 0.1 0.2
H -1.988 3.412 -3.177 -0.1 0.1 -0.1
```
Forces are in eV/Å.

Summary:
* energy above the lowest of the compared OMol25 structures with the same formula, charge and spin: 33.87 kcal per mole
* SMILES: NCNC=O.O
* maximum force: 1.083 eV Å⁻¹
* HOMO level: -0.3513 hartree
* net charge: 0

Results of the natural (NBO) charge analysis, in e, for atoms 1 through 8: N -0.8422; C -0.0626; N -0.6856; C 0.5332; O -0.5759; H 0.3633; H 0.3618; H 0.2104

This record from OMol25 describes a cluster of 2 separate species, C2H8N2O2 in total in a non-equilibrium geometry. The level of theory is ωB97M-V/def2-TZVPD.

```
14
Properties=species:S:1:pos:R:3:forces:R:3
N -3.992 -3.959 -3.872 0.2 0.2 -0.6
C -3.046 -2.934 -3.723 -2.3 -1.1 3.6
O -1.883 -3.100 -3.505 0.8 -0.1 -1.0
H -3.837 -4.894 -3.522 0.6 0.1 -0.4
H -4.973 -3.734 -3.937 0.3 0.3 0.1
H -3.602 -2.081 -3.231 0.5 0.5 -1.6
N 2.785 1.640 3.120 -0.8 0.3 -0.3
C 2.638 3.069 2.989 -0.9 0.8 1.6
O 3.051 3.721 1.788 0.8 -0.9 0.4
H 3.571 1.154 2.717 -0.1 0.3 -0.1
H 1.891 1.200 3.009 0.2 -0.6 -0.4
H 1.593 3.388 3.082 -0.4 -1.0 0.1
H 2.987 3.463 3.973 1.1 0.7 -1.4
H 2.816 3.068 1.111 0.1 0.4 0.0
```
Forces are in eV/Å.

Summary:
* energy above the lowest of the compared OMol25 structures with the same formula, charge and spin: 53.38 kcal per mole
* SMILES: NC=O.NCO
* maximum force: 4.416 eV Å⁻¹
* HOMO level: -0.3427 hartree
* net charge: 0

Results of the natural (NBO) charge analysis, in e, for atoms 1 through 8: N -0.8536; C 0.5210; O -0.5550; H 0.3987; H 0.3842; H 0.1047; N -0.8842; C 0.0715

no.,LUMO energy (eV),E_tot (a.u.)
1,-4.108,-135.4421
2,-3.939,-135.4936
3,-4.394,-135.3843
4,-4.015,-135.4783
5,0.982,-190.4899
6,1.103,-190.4793
7,1.045,-265.7472
8,0.884,-265.7295
9,0.863,-265.7210
10,0.643,-341.0059
11,0.723,-340.9764
12,0.888,-340.9454